Model 1:
117
Properties=species:S:1:pos:R:3:lowdin_charge:R:1 method="wB97M-V/def2-TZVPD" smiles="C[C@H]1COC(=O)O1.C[C@H]1COC(=O)O1.C[C@H]1COC(=O)O1.C[C@H]1COC(=O)O1.C[C@H]1COC(=O)O1.C[C@H]1COC(=O)O1.C[C@H]1COC(=O)O1.C[C@H]1COC(=O)O1.C[C@H]1COC(=O)O1" total_charge=0 homo_lumo_gap_ha=0.402
C -3.10 -5.98 -0.99 -0.09
H 1.95 0.84 0.48 0.07
O -1.90 -5.70 -2.94 0.13
C 2.40 1.86 3.42 -0.27
O 5.61 3.53 0.41 0.09
C 5.73 4.62 -1.71 -0.12
C 7.85 3.77 -0.72 -0.03
O 2.45 2.57 4.70 0.09
H 0.25 -5.02 -1.41 0.10
C 1.44 -0.10 0.20 0.01
C -0.72 -5.08 -0.88 -0.01
C -3.78 -0.77 -4.43 -0.02
C 0.53 0.95 -1.95 -0.06
C 1.97 1.81 5.69 -0.55
H 5.77 -3.48 -1.32 0.09
C 1.80 -3.75 1.93 -0.57
O -5.11 3.71 -1.52 0.07
H -1.09 -4.04 -0.85 0.08
H -3.75 5.16 -1.97 0.15
C -3.80 4.07 -1.85 -0.31
H -5.73 4.17 1.35 0.08
O 4.82 -0.45 -2.18 0.10
H -3.81 -1.68 -5.09 0.11
H -3.29 -2.48 -2.43 0.12
H 8.58 4.35 -1.30 0.09
H -6.97 3.12 2.11 0.10
O -3.65 0.84 3.15 0.03
H -0.48 -5.44 0.15 0.09
H 0.71 -2.20 4.08 0.17
H 4.02 0.44 3.15 0.09
C -4.58 -0.94 -3.17 -0.32
O -4.16 0.04 -2.20 0.08
H -5.54 0.69 2.62 0.13
C 6.49 4.41 -0.46 -0.27
H -0.45 1.12 0.07 0.13
C -2.74 3.56 -0.80 0.00
H -0.12 1.85 -2.21 0.14
H -2.83 2.47 -0.71 0.08
H 1.99 -0.28 3.33 0.13
H -1.50 -1.91 2.88 0.07
H 3.96 1.77 1.96 0.03
C -5.95 3.17 1.70 -0.03
C -5.80 3.38 -2.64 -0.55
C 5.97 -2.52 -1.80 -0.04
H 3.90 -2.20 -1.24 0.15
O -1.74 1.56 2.23 0.13
O -4.96 3.28 -3.69 0.06
H 7.00 -2.22 -1.47 0.11
O -4.62 -1.78 -1.03 0.10
H -3.01 4.10 0.13 0.08
C 0.68 -4.39 3.80 -0.05
O 0.30 -0.22 -2.73 0.09
O 5.62 1.61 -2.07 0.12
C 3.81 1.53 3.00 -0.01
C -1.28 -2.88 3.29 0.00
C -1.73 -6.03 -1.55 -0.28
O 1.91 2.11 6.87 0.12
C 0.16 0.42 -0.53 -0.24
O -3.46 -4.74 -4.19 0.16
C 4.85 -1.68 -1.31 -0.26
O 3.52 2.73 0.13 0.08
C -3.07 -5.24 -3.17 -0.63
H 8.38 3.62 0.25 0.09
O -0.66 -0.76 -0.82 0.05
H -4.10 0.12 -5.00 0.09
C -4.34 -2.22 -2.43 -0.03
H -2.71 -0.73 -4.16 0.08
C -3.60 3.53 -3.28 -0.06
O -6.98 3.22 -2.60 0.16
H -3.17 4.21 -3.97 0.12
H 1.17 -0.65 1.10 0.06
O 2.53 -3.81 0.94 0.09
O 1.48 0.64 5.20 0.06
H -0.08 -5.14 3.61 0.13
H 6.64 5.37 0.07 0.16
H -4.96 -3.05 -2.72 0.13
C 1.52 0.65 3.78 -0.11
H -5.66 -0.83 -3.52 0.18
C 5.40 0.54 -1.52 -0.58
H 1.06 -4.44 4.81 0.13
H -5.18 1.21 4.34 0.13
H 4.40 -0.93 0.74 0.13
O -0.78 -2.21 -2.57 0.10
O 4.42 4.14 -1.41 0.06
H -4.96 3.58 3.53 0.17
H 5.65 5.63 -2.09 0.14
H -3.53 -6.89 -0.84 0.11
H -1.72 3.88 -0.94 0.08
C 4.44 3.45 -0.25 -0.54
H 1.58 1.27 -2.05 0.14
H 4.52 2.18 3.54 0.10
C -0.39 -1.13 -2.13 -0.55
C -5.00 1.36 3.27 -0.06
H 7.77 2.78 -1.22 0.09
O -3.82 -5.43 -2.08 0.06
H 2.08 -0.70 -0.47 0.09
O -4.40 0.16 0.01 0.14
H 6.08 3.91 -2.50 0.13
H -1.35 -7.08 -1.50 0.16
C -4.93 2.80 2.71 -0.33
O -3.59 2.89 2.26 0.06
H 1.98 2.50 2.71 0.13
H -3.13 2.58 -3.28 0.11
O 0.86 -2.84 2.11 0.06
O 5.60 0.25 -0.26 0.09
C 5.23 -1.08 0.03 -0.10
C -4.38 -0.50 -0.99 -0.61
H 5.94 -2.69 -2.92 0.12
H 6.00 -1.64 0.50 0.13
H 0.53 0.93 3.37 0.13
C -2.89 1.75 2.44 -0.54
H -3.23 -5.25 -0.20 0.14
O 1.89 -4.59 2.97 0.07
H -5.82 2.58 0.75 0.10
H -1.68 -3.66 2.64 0.09
H -1.70 -2.90 4.32 0.10
C 0.25 -3.01 3.40 -0.31

=====

Model 2:
117
Properties=species:S:1:pos:R:3:lowdin_charge:R:1 method="wB97M-V/def2-TZVPD" smiles="C[C@H]1COC(=O)O1.C[C@H]1COC(=O)O1.C[C@H]1COC(=O)O1.C[C@H]1COC(=O)O1.C[C@H]1COC(=O)O1.C[C@H]1COC(=O)O1.C[C@H]1COC(=O)O1.C[C@H]1COC(=O)O1.C[C@H]1COC(=O)O1" total_charge=0 homo_lumo_gap_ha=0.386
H -1.92 -4.35 -4.54 0.14
O -5.53 -5.35 0.56 0.09
O -2.48 2.05 2.01 0.08
H 4.37 -3.67 -8.33 0.14
H -0.33 0.62 0.59 0.14
H -7.21 -6.36 1.39 0.13
H 9.82 4.29 -2.06 0.14
C 11.03 -4.33 -1.45 -0.01
O 10.28 6.06 -4.30 0.10
H 7.98 5.51 -5.05 0.10
C 4.71 -2.69 -8.67 -0.27
H 6.63 -2.12 -7.95 0.12
C 0.55 2.57 0.01 0.01
C -1.14 1.86 2.07 -0.15
C 5.38 -2.69 -10.15 0.00
H -14.60 6.72 0.85 0.14
H 3.44 0.06 4.98 0.09
O 12.58 6.12 -4.19 0.10
H -2.19 -1.97 -6.06 0.15
H -6.07 -0.61 10.22 0.08
C 10.44 -3.12 -0.68 -0.34
C 3.64 3.86 5.16 -0.65
H 5.09 -0.19 4.78 0.08
O 3.62 2.67 5.57 0.16
O -4.04 -3.95 1.53 0.19
C -7.38 -4.31 1.47 -0.45
C -6.95 -5.52 0.74 -0.09
O -2.16 -5.22 -8.57 0.16
H -9.25 -4.01 1.11 0.10
O 5.09 -0.91 -7.22 0.07
O -2.77 -3.46 -7.44 0.12
H 4.62 -3.06 -10.83 0.07
O -16.08 5.53 1.57 0.08
C 10.03 5.35 -2.16 -0.09
O -14.95 3.85 0.87 0.14
H 9.85 6.05 -1.34 0.14
O 9.06 -3.26 -0.70 0.04
H 7.21 5.36 -3.38 0.09
C -5.13 -4.35 1.36 -0.51
H -3.98 -2.23 -4.70 0.08
O -2.60 -2.42 11.77 0.07
H 0.32 3.63 0.01 0.08
O 3.58 -1.80 -8.66 0.10
H -4.07 -3.88 -4.89 0.08
C 5.62 -2.21 -7.56 -0.11
H -5.21 0.23 11.55 0.09
O -3.97 2.55 0.29 0.11
H -0.83 1.10 2.78 0.14
H 8.40 4.20 -3.93 0.09
C -2.85 2.21 0.71 -0.49
C 11.45 5.80 -3.77 -0.57
H 11.30 -1.17 -0.81 0.13
C 10.64 -1.80 -1.41 -0.08
H -12.89 5.17 -0.37 0.10
H 5.24 2.61 3.19 0.13
C -1.56 -3.98 -5.50 -0.12
H -3.19 -1.22 9.95 0.14
H -7.74 -4.53 2.48 0.16
C -14.00 4.79 1.39 -0.37
H 12.10 -4.41 -1.30 0.09
C 9.28 5.93 -3.35 -0.35
C -3.34 -2.51 12.90 -0.51
C -3.44 -2.00 10.67 -0.08
H -8.22 -3.72 -0.30 0.10
O -17.16 3.69 0.85 0.13
H -5.52 -2.69 10.94 0.15
C 8.10 5.24 -4.00 0.01
H -8.48 -2.48 1.09 0.11
C -12.76 4.75 0.63 -0.03
C 8.36 -2.15 -1.05 -0.47
C -8.34 -3.51 0.77 -0.03
H 4.25 0.62 3.47 0.08
O 4.72 4.07 4.45 0.12
H -13.73 4.52 2.41 0.15
O -1.81 1.91 -0.06 0.09
C 4.65 1.92 5.15 -0.32
H 10.74 -4.31 -2.50 0.09
H -7.51 -5.78 -0.16 0.14
H 5.83 -1.74 -10.46 0.08
H -3.29 -2.87 10.04 0.13
O 11.37 5.38 -2.54 0.09
O -6.25 -3.52 1.65 0.07
H 11.01 -1.96 -2.42 0.13
C 3.87 -0.81 -7.85 -0.59
O -4.60 -2.19 12.70 0.11
H 6.18 -3.43 -10.25 0.07
H 10.59 -3.15 0.40 0.16
C 4.32 0.55 4.55 0.00
H 1.44 2.61 0.64 0.07
C -0.63 1.66 0.64 -0.28
O 7.16 -2.06 -1.17 0.15
O 9.29 -1.27 -1.64 0.03
H 0.68 2.21 -1.01 0.08
H -14.47 6.46 2.69 0.14
C -2.17 -4.62 -7.54 -0.61
H -4.74 -2.94 -6.25 0.09
O -2.88 -3.20 13.86 0.08
C -4.77 -1.99 11.31 -0.33
O -1.68 -5.01 -6.38 0.10
C -5.64 -0.71 11.22 -0.03
C -2.55 -2.99 -6.15 -0.31
H -12.17 3.84 0.57 0.10
O 3.08 0.06 -7.67 0.17
H -0.76 2.84 2.36 0.14
C -3.95 -2.98 -5.50 -0.01
O 2.76 4.66 5.31 0.17
H 10.49 -5.23 -1.16 0.08
C -16.13 4.29 1.10 -0.62
C -14.76 6.07 1.72 -0.05
H -6.54 -0.81 11.82 0.08
H -0.56 -3.55 -5.47 0.14
H 9.14 7.00 -3.19 0.16
H 5.73 -2.95 -6.76 0.13
H -12.15 5.33 1.32 0.10
C 5.34 2.93 4.23 -0.16
H 5.28 1.78 6.03 0.16
H 6.41 3.13 4.31 0.14

=====

The data favor model 1; the next most stable structure lies 0.2638 hartree above it.